1.
15
Properties=species:S:1:pos:R:3 method="wB97M-V/def2-TZVPD" e_lumo_ev=0.56 orbital_gap_ev=9.88 smiles=NCCN.O de_lowest_kcal_mol=16.3
H -1.44194 -0.08795 -0.57003
N -0.47991 -0.07692 -2.53209
H 0.83538 -2.30442 2.96197
H 0.48451 -0.38478 -2.62452
C 0.48350 0.74616 -0.21136
H 1.26223 1.31029 -0.73444
H -0.55697 -2.76719 2.62379
H -1.17174 1.38938 -1.37628
C -0.67309 0.44633 -1.14581
H -0.53362 0.74219 -3.12283
O 0.33167 -3.10091 2.76707
N 0.07763 1.48456 0.96430
H 0.87259 1.90760 1.41732
H 1.00329 -0.21460 0.02072
H -0.49352 0.91025 1.56219

2.
53
Properties=species:S:1:pos:R:3 method="wB97M-V/def2-TZVPD" e_lumo_ev=-5.63 orbital_gap_ev=6.23 total_charge=+1 de_lowest_kcal_mol=16.9
H 5.62864 3.16022 0.87285
C -2.28427 -0.06619 -3.45630
C -4.43319 -1.38422 2.91472
H -3.33376 -0.27808 -3.30790
C -2.18211 -1.03067 2.24767
C 0.60078 -3.76653 -0.23157
O -3.88514 0.74042 -1.24358
C -3.21996 -0.75328 3.12798
H 0.33402 -0.76430 -5.47998
C 1.90143 -1.70239 0.96030
H -2.05991 -1.32371 -5.17159
C 2.65806 1.71460 1.49577
N 1.96222 0.48171 1.33741
C -1.56979 -0.63447 -4.49734
H 4.44630 5.06154 1.91252
H -5.49669 -2.73876 1.61764
H 0.07186 -4.55780 -0.74188
C 1.77776 -4.01247 0.44534
N -2.26150 -1.91608 1.26971
C -4.55787 -2.25513 1.84416
S -2.59548 1.35142 -1.17467
S -0.67478 -0.11293 2.49509
H -5.27299 -1.17909 3.56452
H 2.18606 -5.01247 0.48995
H 4.46295 0.98235 0.59594
O 0.08738 2.38944 -0.31714
O -2.49801 2.76927 -1.08280
H 1.44104 0.79741 -3.92595
C 3.93953 4.11303 1.79798
C 1.96606 2.77749 2.06353
H -0.85503 -2.23073 -0.74109
H 3.40008 -3.07152 1.55995
C -1.66019 0.80698 -2.57395
H -3.08544 -0.04019 3.92959
O -1.84411 0.63423 -0.00996
N 2.61388 -0.57465 1.41006
Pt 0.13354 0.42773 0.40503
C -0.22895 -0.32423 -4.66844
H 0.94034 2.65160 2.38805
H -3.48580 -3.20935 0.24596
O 1.28240 3.16653 -2.33316
C 3.97405 1.82615 1.06125
C 0.39639 0.54842 -3.79632
C 4.60998 3.04242 1.21438
O 1.70109 0.95429 -1.26236
C -3.43919 -2.50197 1.06593
C 0.07287 -2.47747 -0.25037
C 2.62374 3.98282 2.22444
S 0.75527 2.04712 -1.64862
N 0.70282 -1.48744 0.36751
C 2.45639 -2.95247 1.04834
H 2.11279 4.81830 2.68086
C -0.31560 1.11309 -2.73948

3.
10
Properties=species:S:1:pos:R:3 method="wB97M-V/def2-TZVPD" e_lumo_ev="-5.12 / -6.29" orbital_gap_ev="6.85 / 5.62" total_charge=+1 s_squared=12.03 spin_multiplicity=7 de_lowest_kcal_mol=0.0
Dy -3.17419 0.82383 0.82543
C 0.29391 -0.18671 0.77837
O 2.43174 0.78598 1.21598
H 1.11196 -0.51086 -1.22896
C 1.48747 -0.01865 1.48198
O -1.98724 0.50432 -1.11270
C -0.98789 -0.33983 -1.32505
H -0.95836 -0.10285 -2.45091
H 1.58187 -0.59815 2.43330
C 0.20072 -0.35708 -0.61744

4.
20
Properties=species:S:1:pos:R:3 method="wB97M-V/def2-TZVPD" e_lumo_ev="0.63 / -2.26" orbital_gap_ev="8.83 / 5.85" s_squared=2.02 spin_multiplicity=3
C 0.56485 -0.71341 -0.09798
S -4.19363 0.08152 0.21485
C -0.46917 1.20411 0.71644
C 2.85104 -0.99436 -0.40918
N -0.80136 -0.94762 -0.00462
C -1.29732 0.21730 0.42428
H -1.33263 -1.78354 -0.45327
C 2.11264 1.11925 0.36535
C 3.11584 0.26953 -0.06881
H 2.34606 2.13998 0.80821
H 3.64394 -1.49795 -0.74885
N -4.95571 0.36302 -1.14071
H -4.88229 0.86614 0.98128
C 0.80760 0.63393 0.33042
H 1.40445 -2.63505 -0.89670
H -0.59484 2.15677 1.12593
O -4.19046 -1.32228 0.65714
H -4.77184 -0.46234 -1.75839
C 1.60501 -1.55356 -0.48729
H 4.07392 0.51856 -0.16758

| no. | E_tot (hartree) |
| --- | --- |
| 1 | -266.9183 |
| 2 | -2832.5741 |
| 3 | -1189.3000 |
| 4 | -892.3497 |